This record from OMol25 describes an isolated molecule of C5H14OP2S at a distorted geometry. The level of theory is wB97M-V/def2-TZVPD.

The geometry in XYZ format:
```
23
Properties=species:S:1:pos:R:3:forces:R:3
C 1.65007 1.12449 1.56072 -0.91 -0.02 -0.66
C 0.70720 -0.07026 1.86684 0.66 0.82 -1.19
C 0.71544 -1.17307 0.81080 1.87 0.62 0.03
C 0.01823 -1.43706 -1.56123 2.48 -1.08 2.62
C -0.15033 -0.52352 -2.73013 -1.63 -1.12 2.22
O 0.18328 -0.62485 -0.34077 -0.78 0.42 -2.16
P -1.49180 1.48656 -1.05549 -2.50 1.87 0.91
P -2.62331 1.19971 0.82295 2.12 0.68 1.37
S -1.85907 0.12101 -2.69778 0.42 -0.57 -2.54
H 1.30924 2.17090 1.62404 -0.82 -0.59 -0.12
H 2.41947 1.13717 2.25627 1.79 -0.27 1.27
H 2.09230 1.01900 0.58158 0.12 -0.07 -0.37
H -0.29943 0.26662 1.88268 -0.68 0.28 0.21
H 0.89679 -0.49118 2.82512 0.37 -0.37 0.84
H 1.73697 -1.58041 0.59177 -0.46 0.27 0.30
H 0.13381 -1.95371 1.20213 -1.04 -1.49 0.37
H -0.82004 -2.07442 -1.40113 -0.81 -0.62 -0.02
H 0.95064 -2.12313 -1.58348 -1.14 1.05 -0.44
H -0.04504 -1.11964 -3.58173 0.54 -0.29 -1.64
H 0.54218 0.22940 -2.50512 1.11 1.33 -0.81
H -2.48673 2.50935 -1.61463 1.15 -1.29 0.75
H -1.57783 1.87279 1.57942 -1.09 0.31 0.26
H -2.00206 0.03424 1.46714 -0.78 0.12 -1.19
```
Forces are in eV/Å.

Computed properties:
HOMO energy (spin up / spin down) ... -4.6 / -8.7 eV
Net charge ... 0
2S+1 ... 3
E_tot ... -1354.81879 Ha

Mulliken atomic charge list, values in e, 2 entries: -1.235 0.061